A 10-piece molecular cluster, C46H122N10O13 overall at a distorted geometry. Source: the OMol25 dataset; level of theory: wB97M-V/def2-TZVPD.

```
191
Properties=species:S:1:pos:R:3:forces:R:3
O 1.2022 -2.3342 -2.0889 -0.06 1.81 1.13
O 6.3880 4.1924 10.5765 1.64 1.17 0.83
O -9.3633 -3.1229 1.2699 -1.59 1.04 -1.81
O -5.3930 4.3039 1.4911 -0.98 0.70 -0.02
O 4.1867 -9.8387 -9.6855 1.33 0.80 -0.10
O 3.6252 1.8674 0.0435 1.83 0.34 -1.70
O -6.9143 -6.3148 -5.5714 -0.96 -1.01 -0.40
O 0.1372 11.1258 10.1629 -3.69 -1.02 -0.92
O -4.7428 -6.5628 -8.0874 0.02 -0.42 -0.22
O 2.0467 -10.3275 2.1706 0.41 -0.89 -1.36
O -1.8969 10.2785 -4.0687 -1.93 1.08 -0.10
O 2.8315 13.4319 6.6946 0.38 -0.52 -1.02
O 8.3685 -4.0132 -2.8216 -1.12 -0.19 0.07
N 1.4167 -0.3128 0.0096 -0.41 0.73 1.17
N 5.4019 -9.9988 -12.3580 -1.56 -1.29 0.74
N -0.8538 -12.3012 0.9631 -0.56 -1.08 1.70
N -5.0607 -8.3460 -5.8515 -1.61 -1.61 -1.03
N -6.5543 4.8808 4.8495 -0.63 -0.21 1.48
N 10.6911 -5.6025 -0.5618 0.84 -0.18 -0.59
N -2.7525 12.4766 -2.2404 0.69 -0.33 -0.33
N -12.9605 -2.0216 1.0370 0.83 0.74 -0.31
N 1.1700 10.7601 7.1976 0.39 -0.16 0.33
N 7.7903 6.5588 8.1532 0.99 -0.36 -0.77
C 5.0513 -10.4064 -8.7011 -0.07 0.57 -0.45
C 0.5408 -11.8935 1.0698 -0.69 0.73 -0.91
C -4.9288 -8.7747 -7.2856 0.70 0.57 0.08
C -7.5791 -5.1767 -6.1358 0.40 -0.81 0.41
C 2.8231 12.2069 5.9053 -1.35 0.62 0.60
C 2.3528 -9.4564 3.2119 -1.47 -0.10 0.14
C 1.2973 10.5331 9.6843 0.97 1.97 0.95
C 0.7200 -10.7754 2.0882 -0.03 -0.41 0.74
C 1.7304 11.2761 8.4613 0.95 0.04 -0.89
C 0.3943 -2.3150 -0.8789 -1.97 0.66 -0.64
C 4.8524 -8.6631 -10.2460 -1.13 -2.07 -2.69
C 9.2371 4.7308 8.7722 0.68 -0.31 -0.38
C -5.4499 5.5706 0.8411 1.43 -0.48 -0.14
C -3.6295 11.7323 -3.1701 0.37 0.91 0.98
C 2.4501 1.8375 0.7710 -0.96 1.33 0.08
C 0.1026 -0.8386 -0.3103 2.56 -1.95 -1.56
C 9.2310 -4.1001 -1.7422 1.34 -0.16 0.33
C -4.3748 5.6039 3.9822 -1.75 -0.47 -0.62
C -12.6466 -4.3853 1.4749 0.35 0.21 1.03
C -11.9182 -2.9205 1.5339 -0.73 -1.69 -0.78
C -4.2078 -5.5226 -7.4100 1.43 1.64 2.74
C 1.6515 -3.5967 -2.4441 -0.34 -0.90 0.46
C -5.9334 5.3936 3.6431 1.00 -1.38 1.31
C -7.4475 -7.5979 -5.9713 1.34 -1.43 0.54
C -10.6348 -2.7928 0.5831 -0.58 0.03 3.47
C -6.4527 -8.7454 -5.4266 0.32 1.34 0.06
C 5.8494 -7.6427 -12.4379 0.06 0.31 1.88
C -1.4967 9.4097 -5.1177 0.73 -0.26 1.80
C 0.8627 -11.3526 -0.2796 0.21 0.80 -1.22
C 7.8344 5.2133 8.7266 -2.16 1.18 1.00
C -6.2174 4.2351 2.6913 1.97 0.62 -2.65
C 9.7081 -5.5591 -1.6749 -0.81 0.26 2.32
C -2.8626 11.2840 -4.4422 -0.70 -0.40 0.88
C 8.5980 -6.5911 -1.3670 -0.65 0.82 -0.84
C 3.9266 14.3134 6.3545 -1.48 -0.35 0.89
C 1.3911 11.5276 5.9707 1.39 0.63 0.53
C -3.9870 -7.7683 -7.9966 -2.50 -1.91 -0.20
C -4.8328 12.6636 -3.3355 0.10 -0.51 -2.21
C 1.3177 1.1574 0.0513 0.87 -1.94 -1.24
C 7.1803 5.3618 10.1414 -1.28 -0.73 0.09
C 4.5811 2.8342 0.4902 -0.35 0.07 0.62
C 5.7502 -8.9157 -11.5049 2.12 0.96 -0.26
C 8.0889 -2.7540 -3.3550 -0.05 0.18 -1.18
C 6.1721 4.1206 12.0009 -0.65 -0.51 -0.42
C 0.1239 12.2620 10.9540 1.25 0.07 1.53
C -9.0001 -4.4514 1.0960 0.55 -0.58 1.50
H 7.9223 5.7761 10.8239 0.60 -1.00 0.57
H 7.6797 -6.1780 -1.7843 -0.15 -0.64 -0.85
H -3.8870 -8.0140 -9.0538 0.79 -0.59 0.22
H -5.8865 3.2565 3.0389 -0.20 0.18 0.75
H 6.1946 5.0343 12.5948 0.35 0.55 -0.57
H 1.7904 -10.7803 -0.2759 0.08 -0.26 -0.34
H -0.4877 -0.7230 0.5987 -0.43 -0.73 -0.26
H -13.6490 -4.3374 1.9003 -0.14 0.65 0.16
H 2.8166 11.2117 8.5242 0.32 -0.36 -0.94
H -4.6068 13.5178 -3.9738 0.37 0.40 0.26
H -1.5664 -11.6039 0.8014 0.52 0.81 -0.66
H 4.0211 -8.2261 -10.7993 -0.31 1.21 1.10
H -4.3379 -5.5157 -6.3279 -1.21 -0.59 0.71
H 6.7473 -9.1791 -11.1521 0.41 0.44 0.14
H 6.4788 6.1935 10.2076 -0.42 0.09 -0.85
H 5.3681 3.1120 -0.2108 -0.03 -1.15 -0.46
H 2.0343 -3.6099 -3.4646 0.38 0.38 0.26
H -2.3858 12.1394 -4.9209 0.22 0.20 -0.02
H 1.3160 1.4520 -0.9981 0.27 0.76 -0.25
H 11.1876 -6.4820 -0.5568 0.43 -0.16 -0.56
H 1.0808 -12.7927 1.3665 0.31 0.15 -0.11
H 5.8690 -10.0156 -13.2533 -0.14 0.31 0.07
H 9.2742 3.6457 8.8682 0.11 0.06 0.28
H 2.3464 -3.9504 -1.6824 0.56 -0.17 -0.28
H -7.2647 4.1699 2.3965 -0.27 0.18 0.16
H -1.8631 12.0106 -2.1314 0.07 -0.95 0.48
H -9.7285 -4.9940 1.6986 -0.09 -1.06 -0.72
H 7.9283 -1.9489 -2.6380 0.19 -0.09 0.18
H -11.6718 -2.5171 2.5161 0.15 -0.82 0.27
H 0.6245 12.2908 5.8370 0.16 0.61 0.14
H 6.0867 -6.7016 -11.9416 0.52 -0.02 0.52
H -0.8405 12.6980 11.2145 -0.54 -0.80 -0.70
H 1.6028 12.3507 8.5923 -0.54 0.17 0.15
H 10.2104 -5.7086 0.3202 -0.57 0.51 0.05
H 3.8252 15.0484 7.1529 0.48 0.30 -0.27
H 4.1972 3.8364 0.6810 -0.99 -0.02 0.19
H -3.6015 10.8914 -5.1408 0.04 -0.32 -0.25
H 1.2246 10.8758 5.1131 0.47 -0.25 -0.04
H 8.8289 -2.5085 -4.1167 0.73 0.48 0.40
H -4.5893 -4.5256 -7.6303 0.20 -0.20 -1.02
H -6.2710 3.9145 4.9280 0.63 -0.19 0.53
H 5.0985 -9.6625 -7.9058 0.29 -0.27 0.47
H -3.1132 -7.9066 -7.3598 0.57 1.42 -0.38
H -7.6701 -5.2522 -7.2194 0.19 -0.02 -0.15
H 0.5265 11.9306 11.9112 0.33 0.42 0.50
H -0.3309 -0.2901 -1.1464 -0.46 0.17 -0.12
H -3.9352 4.6588 4.3009 -0.17 -0.35 -0.38
H -2.2300 9.2043 -5.8976 0.19 0.71 -0.30
H 8.8899 -7.5707 -1.7456 -0.38 0.03 -0.20
H -7.5367 4.7130 4.6861 -0.55 0.60 -0.02
H -4.5308 -9.7877 -7.3454 0.36 -0.06 0.28
H 8.2525 -6.7270 -0.3422 0.90 0.30 0.49
H 4.6897 -11.3644 -8.3274 -0.21 0.17 -0.20
H 0.8509 -4.3363 -2.4485 -0.48 -0.10 0.03
H -5.2258 6.3901 1.5239 -0.43 0.10 0.10
H -5.8681 -8.8508 -7.8334 -0.31 0.39 0.08
H -6.7075 -9.7461 -5.7757 -0.11 0.20 -0.78
H 6.8800 6.9896 8.0766 0.16 -0.05 0.37
H -7.4217 -7.7499 -7.0504 0.18 0.60 -0.31
H -5.4988 12.1085 -3.9961 -0.79 0.00 0.36
H -4.5781 5.5468 0.1873 -0.12 0.08 -0.34
H -12.2909 -5.2610 2.0179 1.00 0.24 0.23
H -4.2302 6.2158 4.8726 -0.28 0.55 -0.41
H 0.6931 13.1356 10.6365 0.47 -0.17 -0.60
H 5.4975 -8.1142 -9.5599 -0.80 0.36 0.30
H -2.3905 13.2229 -2.8166 -0.37 0.96 -0.06
H -10.9686 -3.4646 -0.2078 1.11 0.44 -0.84
H -8.0520 -4.6140 1.6086 0.14 0.25 0.18
H 8.4897 7.1264 8.6102 -0.32 0.46 -0.07
H -8.5827 -5.0840 -5.7208 -0.07 0.17 0.13
H 6.6549 -7.8235 -13.1496 -0.47 0.05 -0.36
H 4.3981 -9.9333 -12.4491 -0.21 -0.58 -0.71
H 1.2953 9.4493 9.5681 -0.83 0.06 -0.06
H 3.0221 12.4505 4.8617 0.15 -0.01 -0.12
H -4.0692 10.8657 -2.6764 0.59 -0.34 0.11
H -1.0879 -12.5444 1.9150 -0.44 -0.82 0.29
H -3.1286 -5.5960 -7.2756 0.59 0.53 -1.40
H 7.2202 -2.8150 -4.0106 -0.52 -0.32 0.51
H -6.4414 -8.9503 -4.3560 -0.26 0.90 0.30
H -12.8577 -4.8017 0.4899 0.48 0.65 -0.56
H -10.5308 -1.7113 0.4958 -0.20 -0.20 -1.16
H 0.1685 10.6568 7.2778 -0.07 -0.14 0.40
H 0.7323 -12.0074 -1.1412 0.75 -0.68 0.35
H -6.4901 6.3019 3.4127 0.49 0.12 -0.37
H -0.5508 -2.6781 -1.2827 -0.46 -0.32 0.57
H 4.9080 13.8413 6.4000 0.01 -0.20 -0.04
H -3.8629 5.9426 3.0814 0.24 0.19 0.37
H 4.8703 -7.3661 -12.8289 -0.03 -0.69 -0.68
H 9.7993 5.2164 9.5698 0.08 -0.11 0.10
H 2.0637 2.8563 0.7417 0.11 0.58 1.05
H 0.7205 -3.0037 -0.0996 0.53 0.10 -0.04
H -6.9430 -4.3392 -5.8494 -0.29 0.13 -0.15
H 3.7467 14.7760 5.3840 0.16 0.00 -0.12
H 3.6336 11.6150 6.3307 -0.15 -0.60 -0.33
H -0.4992 9.7954 -5.3279 -0.08 -0.45 -1.35
H -8.7813 -4.7806 0.0803 -0.77 0.02 -0.28
H 7.2377 4.5629 8.0871 -0.17 -0.08 0.16
H 0.0011 -9.9879 1.8621 0.06 0.51 -0.29
H 2.0164 10.7598 10.4715 0.79 -0.31 0.03
H -5.3049 13.0170 -2.4188 0.23 -0.43 -0.04
H 5.1516 3.7617 12.1344 -0.03 -0.21 -0.08
H -13.8413 -2.2528 1.4737 -0.07 0.04 -0.22
H 1.6923 -8.5953 3.1096 0.41 0.74 -0.01
H 6.8304 3.4070 12.4965 0.28 -0.06 -0.23
H 0.3044 1.4242 0.3514 0.29 0.14 0.86
H -6.3238 5.7850 0.2259 -0.37 -0.25 0.26
H 0.0541 -10.6699 -0.5405 -0.01 0.67 0.36
H -5.1397 -7.3396 -5.8198 0.37 0.27 -0.19
H 10.0959 -5.7000 -2.6838 0.56 -0.56 0.32
H 6.0365 -10.5302 -9.1508 0.21 -0.26 0.22
H 1.9934 -9.9194 4.1309 0.64 -0.07 0.59
H 9.7081 4.9924 7.8246 0.12 -0.09 -0.03
H 5.0092 2.4956 1.4337 0.29 -0.04 0.04
H -8.4861 -7.8121 -5.7196 -0.13 0.48 0.68
H 2.6986 1.4570 1.7618 -0.67 0.01 0.32
H 8.9209 -3.6990 -0.7773 -1.21 -0.29 0.24
H -13.0275 -2.1365 0.0358 -0.44 0.04 -0.16
H 10.1216 -3.4818 -1.8541 0.45 0.00 -0.70
H -1.3767 8.4600 -4.5964 0.26 -0.26 -0.22
H 3.4171 -9.2231 3.1811 -0.27 0.01 0.16
H 2.1232 -0.6421 -0.6326 -0.09 0.24 -0.23
H 0.3883 -11.1736 3.0471 0.07 -0.10 0.55
```
Positions in Å, forces in eV/Å.

Calculated values
2S+1	1
SMILES	COC[C@H](C)N.COC[C@H](C)N.COC[C@H](C)N.COC[C@H](C)N.COC[C@H](C)N.COC[C@H](C)N.COC[C@H](C)N.COCCNCCOC.COCCNCCOC.COCCNCCOC
relative energy (zero: lowest compared OMol25 entry of this formula, charge and spin)	244.8	kcal/mol
Kohn-Sham gap	9.1	eV
HOMO level	-8.455	eV
DFT total energy	-3350.8608	Ha